[1]
150
Properties=species:S:1:pos:R:3 method="wB97M-V/def2-TZVPD" charge=+1 e_lumo_ev=-2.62 gap_ev=7.57 homo_ev=-10.2
Y -12.697 4.268 -17.016
S -14.449 6.602 -17.330
O -13.934 5.643 -18.276
O -14.037 7.976 -17.581
O -15.875 6.437 -17.055
O -13.700 6.076 -16.200
C -11.664 4.387 -20.339
O -11.857 4.117 -19.144
N -10.620 3.932 -21.046
C -10.644 4.219 -22.538
C -9.585 2.985 -20.515
H -12.416 4.979 -20.883
H -10.859 3.292 -23.071
H -9.652 4.647 -22.684
H -11.345 4.997 -22.839
H -9.560 2.895 -19.429
H -9.617 2.027 -21.034
H -8.587 3.376 -20.708
C -11.498 4.253 -13.739
O -11.882 4.332 -14.917
N -12.105 4.858 -12.749
C -11.510 4.888 -11.414
C -13.314 5.666 -12.867
H -10.569 3.752 -13.426
H -10.656 4.215 -11.330
H -12.147 4.436 -10.654
H -11.153 5.868 -11.098
H -13.855 5.625 -13.812
H -13.990 5.405 -12.052
H -13.159 6.713 -12.608
C -15.587 3.366 -15.362
O -14.348 3.339 -15.506
N -16.334 2.231 -15.379
C -17.774 2.227 -15.232
C -15.634 0.956 -15.396
H -16.166 4.298 -15.269
H -18.124 3.255 -15.144
H -18.143 1.665 -14.374
H -18.235 1.760 -16.103
H -15.432 0.779 -16.452
H -14.780 0.888 -14.722
H -16.217 0.120 -15.009
C -10.750 7.448 -17.846
O -11.079 6.343 -17.385
N -9.747 7.622 -18.752
C -9.391 8.905 -19.351
C -8.938 6.554 -19.346
H -11.219 8.389 -17.518
H -8.330 9.090 -19.188
H -9.804 9.801 -18.889
H -9.611 9.001 -20.415
H -7.889 6.728 -19.107
H -9.234 5.529 -19.124
H -9.052 6.575 -20.430
C -17.773 6.259 -21.869
O -18.882 6.289 -22.417
N -16.993 5.210 -21.799
C -15.838 5.254 -20.898
C -17.280 3.989 -22.524
H -17.522 7.148 -21.271
H -15.922 6.227 -20.413
H -14.912 5.173 -21.467
H -15.693 4.556 -20.074
H -18.107 3.401 -22.125
H -17.730 4.212 -23.491
H -16.408 3.344 -22.633
C -13.971 8.399 -22.741
O -14.161 8.990 -23.824
N -12.712 8.201 -22.224
C -12.460 7.790 -20.841
C -11.493 8.624 -22.890
H -14.719 8.099 -21.991
H -13.313 7.382 -20.299
H -12.183 8.689 -20.291
H -11.589 7.135 -20.869
H -11.611 9.097 -23.865
H -10.974 9.268 -22.180
H -10.808 7.785 -23.006
C -13.168 11.032 -18.636
O -12.449 11.511 -19.474
N -13.665 11.807 -17.616
C -14.565 11.246 -16.612
C -13.279 13.186 -17.388
H -13.464 9.972 -18.594
H -15.380 11.932 -16.383
H -14.067 11.117 -15.651
H -14.862 10.236 -16.894
H -14.087 13.910 -17.285
H -12.819 13.125 -16.401
H -12.577 13.622 -18.099
C -16.578 7.008 -13.602
O -16.602 6.076 -12.820
N -17.194 8.175 -13.381
C -18.012 8.501 -12.200
C -16.915 9.350 -14.200
H -15.893 7.155 -14.452
H -17.584 9.327 -11.632
H -18.153 7.650 -11.534
H -19.004 8.875 -12.452
H -16.247 9.120 -15.030
H -17.809 9.858 -14.561
H -16.425 10.088 -13.565
C -9.725 9.739 -14.558
O -9.715 10.386 -15.612
N -10.801 9.035 -14.100
C -10.696 8.292 -12.877
C -11.998 8.730 -14.921
H -8.873 9.611 -13.873
H -9.703 8.458 -12.459
H -10.822 7.243 -13.146
H -11.489 8.573 -12.185
H -11.932 9.321 -15.834
H -12.062 7.674 -15.184
H -12.943 8.933 -14.416
C -18.862 5.104 -17.678
O -19.024 4.312 -18.624
N -19.612 5.051 -16.562
C -19.279 5.972 -15.444
C -20.871 4.305 -16.403
H -18.057 5.850 -17.596
H -19.996 6.793 -15.466
H -18.312 6.450 -15.597
H -19.331 5.494 -14.466
H -20.839 3.608 -15.566
H -21.652 5.061 -16.319
H -20.981 3.764 -17.343
C -16.773 9.016 -19.320
O -16.364 9.052 -20.483
N -18.033 9.117 -18.922
C -18.371 8.956 -17.488
C -19.201 9.279 -19.827
H -16.067 9.030 -18.475
H -17.461 8.781 -16.914
H -19.054 8.146 -17.232
H -18.839 9.872 -17.127
H -19.026 9.201 -20.900
H -19.951 8.538 -19.550
H -19.563 10.279 -19.589
C -14.451 2.103 -19.145
O -14.213 3.022 -18.368
N -15.699 1.647 -19.437
C -15.888 0.590 -20.460
C -16.904 2.270 -18.888
H -13.689 1.517 -19.682
H -16.560 -0.150 -20.026
H -14.963 0.035 -20.610
H -16.229 1.045 -21.390
H -17.767 2.157 -19.544
H -16.935 1.645 -17.995
H -16.762 3.280 -18.502

[2]
138
Properties=species:S:1:pos:R:3 method="wB97M-V/def2-TZVPD" charge=+1 s_squared=0.75 e_lumo_ev="-2.13 / -2.14" gap_ev="1.98 / 4.54" multiplicity=2 homo_ev="-4.1 / -6.7"
C 2.325 -5.939 -1.355
C 2.192 -5.456 0.104
C 2.020 -3.955 0.067
N 1.755 -3.366 1.487
C 1.251 -1.930 1.186
C 1.190 -1.052 2.439
C 2.566 -0.952 3.113
C 3.063 -2.368 3.548
C 3.088 -3.298 2.244
C 0.692 -4.230 2.289
H 1.522 -5.509 -1.954
H 1.974 -6.970 -1.296
H 3.269 -5.831 -1.888
H 2.954 -5.826 0.789
H 1.306 -5.983 0.458
H 1.269 -3.577 -0.627
H 2.874 -3.383 -0.298
H 1.743 -1.357 0.400
H 0.228 -2.050 0.831
H 0.907 -0.007 2.315
H 0.424 -1.366 3.148
H 3.354 -0.475 2.530
H 2.534 -0.198 3.899
H 4.050 -2.245 3.993
H 2.414 -2.922 4.226
H 3.886 -2.974 1.577
H 3.166 -4.332 2.582
H -0.032 -4.619 1.573
H 0.268 -3.666 3.120
H 1.207 -5.120 2.650
C -7.833 4.764 -0.107
C -6.577 5.105 0.696
C -5.489 3.971 0.414
N -4.060 4.342 0.969
C -4.104 4.485 2.510
C -2.714 4.366 3.173
C -1.803 3.242 2.708
C -1.710 3.280 1.155
C -3.136 3.161 0.582
C -3.495 5.647 0.221
H -7.780 4.643 -1.189
H -8.468 5.650 -0.110
H -8.435 3.991 0.371
H -6.788 5.165 1.763
H -6.256 6.099 0.385
H -5.258 3.910 -0.649
H -5.672 2.972 0.811
H -4.709 3.641 2.843
H -4.614 5.422 2.732
H -2.914 4.187 4.230
H -2.202 5.323 3.075
H -2.220 2.338 3.151
H -0.798 3.404 3.098
H -1.108 2.415 0.874
H -1.181 4.184 0.854
H -3.618 2.263 0.968
H -3.039 3.190 -0.503
H -4.153 6.428 0.602
H -3.645 5.702 -0.857
H -2.514 5.975 0.563
C 5.314 2.621 1.618
N 4.686 3.243 0.293
C 3.536 4.264 0.691
C 5.895 3.979 -0.373
C 4.140 2.219 -0.762
C 3.310 1.020 -0.239
O 2.078 1.426 0.455
H 4.557 1.951 2.024
H 5.497 3.524 2.201
H 6.142 1.989 1.297
H 3.892 5.060 1.344
H 2.666 3.741 1.088
H 3.219 4.822 -0.190
H 6.561 3.150 -0.612
H 6.179 4.762 0.331
H 5.389 4.544 -1.156
H 4.989 1.790 -1.294
H 3.446 2.702 -1.451
H 3.901 0.352 0.387
H 3.059 0.332 -1.046
H 1.340 1.574 -0.142
C 3.893 -3.843 -4.270
N 3.330 -2.804 -5.259
C 3.820 -3.114 -6.700
C 1.778 -2.932 -5.245
C 3.748 -1.373 -4.846
C 3.161 -0.850 -3.525
O 1.923 -0.255 -3.777
H 3.554 -4.822 -4.608
H 3.705 -3.553 -3.236
H 4.966 -3.733 -4.427
H 3.456 -4.107 -6.964
H 4.909 -3.067 -6.702
H 3.387 -2.351 -7.348
H 1.370 -2.148 -5.883
H 1.492 -2.674 -4.225
H 1.470 -3.920 -5.587
H 3.403 -0.651 -5.586
H 4.834 -1.461 -4.842
H 3.848 -0.163 -3.029
H 3.137 -1.636 -2.769
H 1.397 -0.285 -2.975
C -4.330 -1.117 0.719
N -3.703 -1.362 2.118
C -2.589 -0.306 2.427
C -4.745 -1.130 3.195
C -3.039 -2.736 2.198
C -3.867 -4.041 1.812
O -5.167 -4.116 2.359
H -3.539 -1.438 0.041
H -4.442 -0.050 0.527
H -5.275 -1.660 0.742
H -1.826 -0.458 1.665
H -2.091 -0.469 3.382
H -3.134 0.630 2.295
H -5.518 -1.899 3.224
H -5.263 -0.181 3.054
H -4.239 -1.188 4.158
H -2.773 -2.769 3.254
H -2.135 -2.680 1.592
H -3.290 -4.917 2.108
H -4.106 -4.162 0.755
H -5.441 -5.019 2.186
O -0.972 -4.236 -2.639
C -1.365 -4.020 -1.371
O -1.551 -5.009 -0.598
O -1.490 -2.821 -1.071
H -1.087 -5.189 -2.638
O 0.074 -0.673 -1.713
C -0.525 0.477 -1.317
O 0.127 1.535 -1.361
O -1.673 0.484 -0.828
H -0.543 -1.335 -1.394
O -0.574 4.145 -2.443
C 0.039 5.201 -1.999
O -0.134 6.356 -2.404
O 1.011 5.155 -1.253
H -0.369 3.365 -1.922

[3]
128
Properties=species:S:1:pos:R:3 method="wB97M-V/def2-TZVPD" e_lumo_ev=0.64 relative_energy_ev=5.759 gap_ev=8.66 smiles=CCN(CC)CC.CCN(CC)CC.CCN(CC)CC.CCN(CC)CC.CCCCCC.CCCCCC homo_ev=-8.0
C 4.240 5.004 4.445
C 3.269 6.148 4.370
N 3.959 7.491 4.605
C 3.840 8.567 3.657
C 2.338 9.019 3.538
C 3.872 7.938 6.018
C 5.231 8.397 6.619
H 4.462 5.084 5.520
H 5.206 4.946 3.726
H 3.922 4.070 4.245
H 2.269 6.275 4.932
H 2.962 6.275 3.559
H 4.090 8.380 2.627
H 4.417 9.393 3.695
H 1.672 8.264 3.377
H 2.139 9.476 2.410
H 1.967 9.764 4.502
H 3.718 6.996 6.682
H 3.198 8.606 6.278
H 5.764 7.492 6.591
H 5.313 8.698 7.505
H 5.579 9.206 5.999
C -3.805 -3.225 2.959
C -4.145 -2.065 2.019
N -4.865 -2.512 0.832
C -5.936 -1.697 0.273
C -5.382 -0.418 -0.377
C -3.946 -3.190 -0.152
C -4.675 -4.408 -0.705
H -4.546 -4.023 3.093
H -3.344 -2.963 3.804
H -2.977 -4.067 2.657
H -3.317 -1.349 1.919
H -5.007 -1.504 2.632
H -6.789 -1.461 0.970
H -6.560 -2.183 -0.378
H -4.861 0.222 0.189
H -6.091 0.021 -1.124
H -4.522 -0.417 -1.265
H -3.103 -3.462 0.192
H -3.510 -2.561 -1.012
H -4.063 -4.973 -1.342
H -5.558 -4.269 -1.417
H -5.150 -4.817 0.099
C 0.213 -3.929 1.769
C 1.329 -4.961 1.427
N 2.102 -4.779 0.158
C 2.649 -3.439 -0.169
C 3.586 -2.872 0.944
C 2.994 -5.875 -0.128
C 2.258 -7.063 -0.753
H -0.556 -4.028 1.019
H 0.715 -2.944 1.840
H -0.105 -3.991 2.829
H 0.909 -5.996 1.603
H 1.829 -4.817 2.354
H 1.838 -3.011 -0.348
H 3.192 -3.385 -1.232
H 4.026 -1.910 0.834
H 4.297 -3.437 1.312
H 2.992 -2.820 1.794
H 3.320 -6.405 0.815
H 3.840 -5.738 -0.717
H 1.438 -7.669 -0.170
H 2.933 -7.917 -0.968
H 1.713 -6.868 -1.659
C -3.070 -1.505 -4.457
C -2.279 -2.789 -4.101
N -1.150 -2.524 -3.297
C -0.709 -3.734 -2.378
C -0.449 -4.992 -3.257
C 0.024 -1.940 -3.975
C 1.170 -1.307 -3.238
H -3.865 -1.594 -5.340
H -2.328 -0.600 -4.723
H -3.606 -1.059 -3.773
H -1.886 -3.216 -5.153
H -2.798 -3.468 -3.594
H -1.411 -3.977 -1.305
H 0.258 -3.425 -1.727
H 0.267 -4.577 -3.926
H -1.345 -5.183 -3.680
H 0.093 -5.835 -2.658
H -0.223 -1.266 -4.945
H 0.529 -2.871 -4.397
H 1.038 -0.483 -2.606
H 1.872 -0.703 -3.782
H 1.448 -1.744 -2.368
C -3.207 2.684 -2.108
C -2.357 3.152 -3.278
C -1.518 2.224 -4.093
C -0.395 2.888 -4.895
C 0.069 2.013 -6.013
C 1.210 2.549 -6.957
H -3.596 3.509 -1.394
H -2.658 2.296 -1.349
H -4.012 2.146 -2.624
H -1.713 3.806 -2.892
H -2.867 3.678 -3.977
H -2.180 1.330 -4.699
H -1.112 1.590 -3.284
H 0.094 3.356 -4.357
H -1.044 3.689 -5.546
H -0.784 2.002 -6.615
H 0.406 1.026 -5.687
H 0.551 3.497 -7.477
H 1.611 2.103 -7.896
H 1.940 3.001 -6.252
C 3.104 0.161 3.707
C 1.583 -0.126 3.555
C 0.939 0.303 2.125
C -0.585 0.078 2.100
C -1.171 0.393 0.737
C -0.851 -0.637 -0.393
H 3.279 1.199 3.852
H 3.463 -0.085 2.691
H 3.553 -0.396 4.588
H 0.996 0.483 4.245
H 1.474 -1.162 3.664
H 1.443 -0.384 1.542
H 1.213 1.331 1.685
H -0.953 0.583 2.924
H -0.716 -0.897 2.539
H -0.751 1.385 0.449
H -2.336 0.348 0.623
H 0.193 -0.827 -0.499
H -1.269 -0.267 -1.354
H -1.413 -1.540 -0.029

| no. | E (Ha) |
| --- | --- |
| 1 | -3719.543723 |
| 2 | -2598.770490 |
| 3 | -1642.626485 |